Entry 1:
Formula: C3H7FSi
Source: the OMol25 dataset
Level of theory: ωB97M-V/def2-TZVPD

XYZ file:
```
12
C3H7FSi, DFT ωB97M-V/def2-TZVPD
C 2.4409 -0.1663 -0.3846
C 1.2930 0.4966 -0.2381
C -1.8825 0.2720 0.6354
F -3.1676 -0.0272 0.0813
Si -0.4165 -0.1888 -0.5889
H 3.3764 0.2195 -0.1997
H 2.3494 -1.1543 -0.7193
H 1.1202 1.4357 0.2009
H -1.9230 -0.2178 1.5579
H -1.9407 1.3656 0.7857
H -0.1113 -2.0956 0.8016
H -1.1383 0.0606 -1.9322
```

The total charge is 0. As for the orbital gap: 8.3 eV. The total energy comes out at -507.68249 Ha. The relative energy (zero: lowest compared OMol25 entry of this formula, charge and spin) comes out at 272.9 kJ/mol.

The net atomic charges from Löwdin, expressed in e, are:
1 C -0.05
2 C -0.34
3 C -0.36
4 F -0.18
5 Si 0.76
6 H 0.03
7 H 0.02
8 H 0.02
9 H 0.03
10 H 0.07
11 H 0.02
12 H -0.03

=====

Entry 2:
Formula: C19H60N8O11
Source: the OMol25 dataset
Level of theory: ωB97M-V/def2-TZVPD

XYZ file:
```
98
C19H60N8O11, DFT ωB97M-V/def2-TZVPD
N 0.4791 1.9677 1.4342
C 1.0859 2.1478 2.5840
N 0.3985 2.8489 3.4266
O 2.3687 1.6517 2.8970
H 0.8999 1.1581 0.9198
H -0.5843 2.0085 1.2688
H 0.5725 2.5998 4.4106
H -0.5796 3.0922 3.1934
N -0.4579 -5.4103 -3.7762
C 0.2780 -4.3999 -3.4643
N -0.4437 -3.3153 -3.5659
O 1.5845 -4.5308 -3.1539
H -0.0268 -6.3286 -3.7099
H -1.3006 -5.4229 -4.2950
H -0.0949 -2.3962 -3.3087
H -1.3933 -3.2856 -3.9565
N -2.3075 1.4486 0.8909
C -2.1501 1.4579 -0.3946
N -1.2163 0.6980 -0.8266
O -2.9560 2.2765 -1.1510
H -3.1427 1.9928 1.2624
H -1.9377 0.6609 1.5487
H -0.8936 0.8166 -1.8120
H -0.5307 0.2862 -0.2472
N -0.6452 1.2669 -3.4711
C -1.5928 0.5626 -3.9521
N -2.7773 0.9277 -3.5293
O -1.4067 -0.4556 -4.8416
H 0.2460 0.9876 -3.8324
H -0.6886 2.2426 -3.0232
H -3.5248 0.3096 -3.8871
H -2.9168 1.4122 -2.6613
C 1.2356 -1.3695 -1.9093
C 1.7544 -0.5737 -0.7287
C 2.2297 0.8048 -1.0580
O 1.0172 -0.4603 0.2583
H 1.1831 -2.3662 -1.5194
H 1.8776 -1.4072 -2.7312
H 0.3077 -1.0014 -2.1889
H 2.6507 -1.1504 -0.4094
H 2.6715 1.3424 -0.2570
H 1.3966 1.4527 -1.4491
H 3.0351 0.7651 -1.8341
H 1.2823 -1.1573 0.8019
C 3.4172 -1.6223 2.5967
C 2.0538 -2.1784 3.1217
C 1.4298 -1.2434 4.1598
O 1.1032 -2.3834 2.2977
H 3.6125 -2.3083 1.7473
H 4.1987 -1.6791 3.3500
H 3.2692 -0.5916 2.3109
H 2.2376 -3.1614 3.5524
H 0.9481 -1.7643 4.9686
H 0.7466 -0.4861 3.8258
H 2.1784 -0.5785 4.6128
H 1.1216 -3.2967 2.0994
C -2.3039 0.3826 4.0090
C -2.0143 -0.8857 3.2401
C -3.2784 -1.4536 2.6322
O -1.2384 -0.7569 2.2736
H -2.9767 0.1655 4.8018
H -2.7102 1.2762 3.4735
H -1.4170 0.7223 4.5256
H -1.5427 -1.6470 3.8682
H -3.7297 -0.9744 1.7487
H -4.0141 -1.5263 3.4616
H -3.1498 -2.5018 2.3459
H -0.4325 -1.2666 2.4629
C -0.9073 4.4010 -4.1651
C -0.1984 4.5057 -2.8556
C -0.3811 5.8415 -2.1530
O -0.4218 3.5924 -2.0738
H -1.9727 4.6413 -3.9363
H -0.9522 3.4727 -4.6547
H -0.5729 5.1128 -4.8934
H 0.8574 4.3534 -3.0295
H 0.1779 5.7779 -1.2292
H -1.4249 6.0548 -1.9743
H 0.1002 6.6778 -2.6585
H 0.1529 3.6919 -1.3359
C 2.1934 4.8987 0.9937
O 1.6553 3.9697 0.0440
H 2.6261 4.3086 1.7466
H 1.4052 5.3927 1.5324
H 2.9679 5.5630 0.6186
H 1.2295 3.3195 0.6225
C -1.3765 -2.9534 -0.2815
O -2.4911 -3.6439 0.2057
H -0.4734 -3.5344 -0.1354
H -1.2391 -2.0228 0.1466
H -1.5635 -2.9004 -1.3444
H -2.2634 -3.8793 1.1026
C 2.0818 -5.0282 0.6076
O 0.9876 -5.2309 1.5362
H 2.3376 -6.0073 0.2335
H 2.7905 -4.4309 1.1072
H 1.8181 -4.4852 -0.2801
H 0.3611 -5.8552 1.0652
```

The total charge is 0. As for the orbital gap: 9.2 eV. The total energy comes out at -2025.39635 Ha. The relative energy (zero: lowest compared OMol25 entry of this formula, charge and spin) comes out at 942.9 kJ/mol. Its SMILES is NC(N)=O.NC(N)=O.NC(N)=O.NC(N)=O.CC(C)O.CC(C)O.CC(C)O.CC(C)O.CO.CO.CO.

The net atomic charges from Löwdin, expressed in e, are:
1 N 0.14
2 C -0.61
3 N 0.17
4 O -0.12
5 H 0.09
6 H 0.11
7 H 0.14
8 H 0.13
9 N 0.15
10 C -0.65
11 N 0.17
12 O -0.10
13 H 0.12
14 H 0.10
15 H 0.06
16 H 0.13
17 N 0.12
18 C -0.62
19 N 0.23
20 O -0.11
21 H 0.16
22 H 0.10
23 H 0.07
24 H 0.05
25 N 0.13
26 C -0.67
27 N 0.19
28 O -0.13
29 H 0.13
30 H 0.11
31 H 0.14
32 H 0.03
33 C -0.01
34 C -0.61
35 C -0.02
36 O -0.02
37 H 0.06
38 H 0.09
39 H 0.04
40 H 0.16
41 H 0.07
42 H 0.09
43 H 0.11
44 H 0.07
45 C 0.00
46 C -0.54
47 C -0.02
48 O -0.02
49 H 0.08
50 H 0.09
51 H 0.06
52 H 0.15
53 H 0.08
54 H 0.05
55 H 0.09
56 H 0.06
57 C -0.03
58 C -0.63
59 C -0.02
60 O -0.05
61 H 0.07
62 H 0.09
63 H 0.06
64 H 0.16
65 H 0.10
66 H 0.09
67 H 0.06
68 H 0.08
69 C -0.01
70 C -0.67
71 C -0.01
72 O -0.01
73 H 0.11
74 H 0.05
75 H 0.08
76 H 0.14
77 H 0.06
78 H 0.09
79 H 0.09
80 H 0.08
81 C -0.12
82 O -0.15
83 H 0.05
84 H 0.07
85 H 0.09
86 H 0.00
87 C -0.15
88 O -0.09
89 H 0.07
90 H 0.03
91 H 0.08
92 H 0.06
93 C -0.10
94 O -0.15
95 H 0.09
96 H 0.06
97 H 0.05
98 H 0.12

=====

Entry 3:
Formula: C2H4N4
Source: the OMol25 dataset
Level of theory: ωB97M-V/def2-TZVPD

XYZ file:
```
10
C2H4N4, DFT ωB97M-V/def2-TZVPD
C 0.3762 1.4019 -0.6191
C -0.1084 -0.5396 2.0120
N -0.3411 -1.1063 0.9882
N -0.8612 -1.3832 -0.0752
N -0.2283 -0.8384 -1.1951
N 0.1390 0.4430 -1.4192
H 0.3469 1.2268 0.4874
H 0.7431 2.4517 -0.9211
H 0.5260 -0.5017 2.8008
H -0.5923 -1.1541 -2.0586
```

The total charge is 0. As for the orbital gap (spin up / spin down): 6.5 / 8.2 eV. The total energy comes out at -297.31850 Ha. As for the multiplicity: 3. The relative energy (zero: lowest compared OMol25 entry of this formula, charge and spin) comes out at 363.4 kJ/mol. Its expectation value of S² is 2.017.

The net atomic charges from Löwdin, expressed in e, are:
1 C -0.06
2 C 0.05
3 N -0.11
4 N 0.01
5 N -0.05
6 N -0.06
7 H 0.03
8 H 0.09
9 H -0.01
10 H 0.11

=====

Entry 4:
Formula: C6H14N5
Source: the OMol25 dataset
Level of theory: ωB97M-V/def2-TZVPD

XYZ file:
```
25
C6H14N5, DFT ωB97M-V/def2-TZVPD
C -0.7865 -2.5523 -0.5833
N -0.9123 -1.4982 0.0926
C -2.0881 -0.7116 0.5099
N -1.5412 0.4417 1.2490
C -0.1515 0.7674 1.0270
C 0.6302 -0.6344 1.0281
N 1.7188 -0.8590 0.3113
C 1.8418 -0.1669 -1.0887
N 1.4547 1.1532 -0.8867
C 0.1891 1.4536 -0.4261
N -0.2251 2.8031 -0.2819
H 0.1184 -3.1677 -0.4447
H -1.4267 -2.8961 -1.4082
H -2.5516 -1.2265 1.3928
H -2.6780 -0.6173 -0.4816
H -2.1199 1.2428 1.2424
H 0.2824 1.4405 1.7172
H 0.4039 -1.2408 1.8661
H 2.1315 -1.7626 0.2047
H 2.8392 -0.4773 -1.4437
H 1.1854 -0.7260 -1.7648
H 2.1881 1.6347 -0.3351
H -0.4944 0.9211 -1.0244
H -0.1447 3.3959 -1.0827
H 0.1367 3.2826 0.6111
```

The total charge is +1. As for the orbital gap: 8.4 eV. The total energy comes out at -510.46250 Ha. The relative energy (zero: lowest compared OMol25 entry of this formula, charge and spin) comes out at 408.6 kJ/mol. Its SMILES is C=NCN[C@H]1C=[NH+]CN[C@@H]1N.

The net atomic charges from Löwdin, expressed in e, are:
1 C 0.07
2 N -0.04
3 C -0.15
4 N 0.00
5 C -0.18
6 C -0.04
7 N 0.06
8 C -0.14
9 N -0.01
10 C -0.43
11 N 0.08
12 H 0.10
13 H 0.11
14 H 0.15
15 H 0.16
16 H 0.11
17 H 0.13
18 H 0.13
19 H 0.13
20 H 0.14
21 H 0.12
22 H 0.16
23 H 0.12
24 H 0.08
25 H 0.13

=====

Entry 5:
Formula: C3H7PS
Source: the OMol25 dataset
Level of theory: ωB97M-V/def2-TZVPD

XYZ file:
```
12
C3H7PS, DFT ωB97M-V/def2-TZVPD
C 0.3803 -0.1973 -1.2026
C -0.7200 0.0947 0.1688
C -0.1011 0.7255 1.3660
P -2.1971 -1.0129 0.3978
S -2.2758 0.8652 -0.5477
H -0.1797 -0.1529 -2.0901
H 0.5124 -1.2367 -1.0192
H 1.2944 0.4624 -1.0098
H -0.8475 0.6580 2.1911
H 0.3600 1.7163 1.1400
H 0.8676 0.1947 1.7634
H -1.8476 -1.5851 -0.8764
```

The total charge is 0. As for the orbital gap: 9.3 eV. The total energy comes out at -857.98071 Ha. The relative energy (zero: lowest compared OMol25 entry of this formula, charge and spin) comes out at 108.5 kJ/mol. Its SMILES is CC1(C)PS1.

The net atomic charges from Löwdin, expressed in e, are:
1 C -0.07
2 C -1.02
3 C -0.22
4 P 0.62
5 S 0.43
6 H 0.01
7 H 0.02
8 H 0.09
9 H 0.07
10 H 0.08
11 H 0.11
12 H -0.11

=====

Entry 6:
Formula: C11H14F6MoN2O4SSb
Source: the OMol25 dataset
Level of theory: ωB97M-V/def2-TZVPD

XYZ file:
```
40
C11H14F6MoN2O4SSb, DFT ωB97M-V/def2-TZVPD
Mo -0.3267 1.4669 0.2942
N -1.6508 3.1466 0.7022
C -1.8019 3.9549 -0.5627
C -0.4811 3.9519 -1.3045
O -0.0754 4.5987 -2.1735
N 0.4757 2.8837 -0.6056
C 1.7623 3.4230 -0.1727
C 1.9556 3.0118 1.2977
O 2.7024 3.3263 2.1075
O 0.8666 1.9575 1.5468
H -2.5815 2.8494 1.0089
H -1.2905 3.7465 1.4496
H -2.1205 4.9778 -0.3518
H -2.5562 3.4972 -1.2042
H 1.8345 4.5099 -0.2613
H 2.5952 2.9868 -0.7368
C 1.6214 -1.6612 2.3010
S 0.2995 -1.7543 1.1125
O 0.3828 -0.3424 0.3589
C 0.9123 -2.9505 -0.0634
C 0.2488 -4.1919 -0.0450
C 0.7089 -5.2763 -0.8782
C 1.7086 -5.0712 -1.7982
C 2.3771 -3.8442 -1.7970
C 1.9311 -2.7390 -0.9596
H 2.5791 -1.4915 1.8106
H 1.6099 -2.6256 2.8212
H 1.3684 -0.8752 3.0138
H -0.6507 -4.3408 0.5459
H 0.2433 -6.2496 -0.7611
H 2.0312 -5.8639 -2.4629
H 3.2959 -3.7197 -2.3614
H 2.4129 -1.7762 -1.0832
F -1.4118 1.2813 -1.2164
Sb -3.6682 -0.1964 -0.0166
F -4.4725 -0.3458 -1.6398
F -2.3432 -1.4049 -0.4769
F -4.3678 -1.0121 1.4393
F -2.0512 0.5576 1.0560
F -4.0739 1.6048 0.0668
```

The total charge is +4. As for the orbital gap (spin up / spin down): 7.3 / 6.8 eV. The total energy comes out at -2142.15991 Ha. As for the multiplicity: 2. The relative energy (zero: lowest compared OMol25 entry of this formula, charge and spin) comes out at 671.0 kJ/mol. Its expectation value of S² is 0.771.

The net atomic charges from Löwdin, expressed in e, are:
1 Mo 2.05
2 N -0.02
3 C -0.04
4 C -0.32
5 O 0.32
6 N -0.12
7 C -0.02
8 C -0.31
9 O 0.35
10 O -0.24
11 H 0.11
12 H 0.16
13 H 0.18
14 H 0.15
15 H 0.17
16 H 0.18
17 C -0.15
18 S 1.15
19 O -0.66
20 C -0.35
21 C 0.08
22 C 0.10
23 C 0.05
24 C 0.14
25 C 0.07
26 H 0.09
27 H 0.11
28 H 0.09
29 H 0.15
30 H 0.16
31 H 0.16
32 H 0.16
33 H 0.15
34 F -0.38
35 Sb 1.73
36 F -0.22
37 F -0.31
38 F -0.21
39 F -0.45
40 F -0.27

=====

Entry 7:
Formula: C4H4Cl2O2
Source: the OMol25 dataset
Level of theory: ωB97M-V/def2-TZVPD

XYZ file:
```
12
C4H4Cl2O2, DFT ωB97M-V/def2-TZVPD
O -1.8696 0.9435 -0.8700
C -1.6191 -0.0580 -0.2306
O -2.5278 -0.6860 0.5411
C -0.3603 -0.7138 -0.2867
C 0.6500 -1.3571 -0.1351
C 1.9429 -2.0717 0.0638
Cl 2.3112 -1.9612 1.8125
H -3.1555 0.0488 0.7875
H 2.7464 -1.6739 -0.5878
H 1.8377 -3.1597 0.0293
Cl -0.2852 1.0675 -3.3433
H -0.0709 1.7401 -4.4202
```

The total charge is 0. As for the orbital gap: 10.7 eV. The total energy comes out at -1225.61947 Ha. The relative energy (zero: lowest compared OMol25 entry of this formula, charge and spin) comes out at 143.4 kJ/mol. Its SMILES is O=C(O)C#CCCl.Cl.

The net atomic charges from Löwdin, expressed in e, are:
1 O 0.04
2 C -0.56
3 O 0.11
4 C 0.06
5 C -0.05
6 C -0.55
7 Cl 0.55
8 H 0.15
9 H 0.09
10 H 0.06
11 Cl 0.33
12 H -0.24

=====

Entry 8:
Formula: C35H29Cl3F15Ge2PdS
Source: the OMol25 dataset
Level of theory: ωB97M-V/def2-TZVPD

XYZ file:
```
86
C35H29Cl3F15Ge2PdS, DFT ωB97M-V/def2-TZVPD
Pd -1.4952 -0.2484 0.0013
C -2.2266 -1.8131 1.3784
C -2.7626 -0.7103 2.0229
C -1.5652 0.0169 2.6921
C -0.4524 -0.7619 2.4190
C -0.8075 -1.8881 1.6208
C 0.0656 -3.0076 1.1706
C 1.4736 -2.8838 1.7540
C -0.5962 -4.3213 1.6531
C 0.1390 -3.0193 -0.3682
C -1.4524 1.2777 3.5061
C -2.3505 2.4086 3.0152
C -0.0031 1.7962 3.4868
C -1.7803 0.9094 4.9776
C -4.2658 -0.5162 2.1223
C -4.9818 -1.8373 1.7878
C -4.7182 -0.1153 3.5347
C -4.7163 0.5380 1.0902
H -2.8192 -2.6044 0.9524
H 0.5389 -0.5828 2.8004
H 1.4655 -2.9141 2.8449
H 1.9593 -1.9578 1.4348
H 2.0850 -3.7170 1.4093
H -0.7691 -4.3176 2.7301
H 0.0813 -5.1439 1.4256
H -1.5407 -4.5125 1.1452
H 0.7210 -2.1744 -0.7420
H -0.8484 -3.0107 -0.8381
H 0.6390 -3.9381 -0.6769
H -2.1048 2.6700 1.9895
H -2.1674 3.2925 3.6255
H -3.4118 2.1899 3.0632
H 0.3795 1.9234 2.4720
H 0.6784 1.1478 4.0373
H 0.0214 2.7680 3.9771
H -2.8189 0.6299 5.1266
H -1.5717 1.7872 5.5897
H -1.1455 0.0947 5.3277
H -4.6106 -2.6683 2.3891
H -4.9041 -2.0948 0.7302
H -6.0415 -1.7231 2.0085
H -4.3623 -0.8232 4.2853
H -5.8067 -0.1396 3.5582
H -4.4155 0.8851 3.8241
H -4.5818 0.1617 0.0741
H -4.1804 1.4825 1.1887
H -5.7781 0.7400 1.2351
Cl -2.5605 3.7333 -0.2517
Ge -1.0442 2.4596 -0.9259
Cl -2.3399 0.9186 -1.9464
Cl -0.0959 3.5101 -2.4974
F 2.7723 -1.5627 -3.9156
C 3.3188 -1.5704 -2.6983
C 3.0254 -0.5606 -1.7938
C 3.6506 -0.6328 -0.5586
F 3.4075 0.3267 0.3552
C 4.5110 -1.6555 -0.2063
F 5.0677 -1.6900 0.9960
C 4.7781 -2.6549 -1.1351
F 5.5886 -3.6439 -0.8223
C 4.1834 -2.6106 -2.3901
F 4.4365 -3.5575 -3.2756
Ge 1.8870 0.9740 -2.2061
S 0.5771 0.9212 -0.2779
C 0.8647 0.6568 -3.8129
C 1.0308 1.3999 -4.9704
F 1.7695 2.5103 -4.9427
C 0.4271 1.0423 -6.1650
F 0.5955 1.7767 -7.2486
C -0.3685 -0.0967 -6.2112
F -0.9435 -0.4531 -7.3384
C -0.5651 -0.8560 -5.0618
F -1.3309 -1.9369 -5.0915
C 0.0593 -0.4643 -3.8951
F -0.0994 -1.2324 -2.7942
C 3.0089 2.5496 -2.1063
C 2.8857 3.6586 -1.2881
F 1.8905 3.7391 -0.3856
C 3.7910 4.7052 -1.3290
F 3.6449 5.7476 -0.5275
C 4.8655 4.6468 -2.2128
F 5.7321 5.6344 -2.2581
C 5.0246 3.5407 -3.0396
F 6.0389 3.4736 -3.8811
C 4.0945 2.5193 -2.9645
F 4.2252 1.4592 -3.7779
```

The total charge is +2. As for the orbital gap (spin up / spin down): 5.3 / 5.3 eV. The total energy comes out at -8909.01368 Ha. As for the multiplicity: 2. Its expectation value of S² is 0.820.

The net atomic charges from Löwdin, expressed in e, are:
1 Pd 0.52
2 C -0.09
3 C -0.05
4 C -0.02
5 C 0.02
6 C -0.15
7 C -0.54
8 C -0.02
9 C 0.00
10 C -0.02
11 C -0.52
12 C -0.04
13 C -0.04
14 C 0.01
15 C -0.52
16 C -0.04
17 C -0.02
18 C -0.03
19 H 0.13
20 H 0.13
21 H 0.11
22 H 0.08
23 H 0.11
24 H 0.11
25 H 0.11
26 H 0.09
27 H 0.05
28 H 0.09
29 H 0.11
30 H 0.00
31 H 0.11
32 H 0.07
33 H 0.06
34 H 0.10
35 H 0.11
36 H 0.07
37 H 0.11
38 H 0.10
39 H 0.10
40 H 0.09
41 H 0.10
42 H 0.10
43 H 0.10
44 H 0.06
45 H 0.07
46 H 0.05
47 H 0.11
48 Cl 0.34
49 Ge -0.29
50 Cl 0.29
51 Cl 0.39
52 F 0.12
53 C -0.21
54 C -0.15
55 C -0.25
56 F 0.05
57 C -0.14
58 F 0.15
59 C -0.12
60 F 0.18
61 C -0.13
62 F 0.16
63 Ge 0.87
64 S 0.42
65 C -0.19
66 C -0.23
67 F 0.11
68 C -0.12
69 F 0.17
70 C -0.11
71 F 0.18
72 C -0.13
73 F 0.15
74 C -0.27
75 F 0.03
76 C -0.17
77 C -0.25
78 F 0.01
79 C -0.13
80 F 0.16
81 C -0.11
82 F 0.18
83 C -0.12
84 F 0.17
85 C -0.22
86 F 0.11

=====

Question: Among the records above, which one has the highest total charge?
Answer: C11H14F6MoN2O4SSb